The following is a DFT calculation (ωB97M-V/def2-TZVPD) of a single C6H7NOS2 molecule.

DFT total energy   -1158.96928 Ha
Relative energy (zero: lowest compared OMol25 entry of this formula, charge and spin)   520.4 kJ/mol
HOMO level   -0.308 Ha

```
! wB97M-V def2-TZVPD RIJCOSX def2/J DEFGRID3
* xyz 0 1
C -1.55517 -0.12637 -0.67908
C -1.09693 1.10570 -0.72018
C -0.59377 -1.72934 0.81154
C -0.62060 -1.39710 -0.60424
C 0.31715 1.47630 -0.51891
C 0.83877 0.79446 0.76120
N 1.73872 -0.12337 0.76064
O 2.16434 -0.76291 -0.20587
S 2.09241 -0.66071 2.42778
S 0.06340 -1.90212 2.15890
H -2.51708 -0.37395 -1.13138
H -1.85398 1.90403 -0.67465
H -1.22244 -2.23563 -1.20259
H 0.30236 -0.96934 -1.02360
H 0.91659 1.11410 -1.44992
H 0.52233 2.59206 -0.43649
H 0.50390 1.29421 1.72686
*
```


The following is a DFT calculation (ωB97M-V/def2-TZVPD) of 2 unconnected molecules or ions with the total composition C4H8N2O.

DFT total energy   -341.89019 Ha
Relative energy (zero: lowest compared OMol25 entry of this formula, charge and spin)   297.9 kJ/mol
HOMO level   -0.314 Ha

```
! wB97M-V def2-TZVPD RIJCOSX def2/J DEFGRID3
* xyz 0 1
O 2.81229 -0.45042 -0.21265
C 1.61776 -0.24618 -0.08220
N 0.70913 -1.30622 0.00154
C -0.68108 -1.16762 0.02628
C -1.11623 0.13054 0.65192
C -0.35215 1.28525 -0.00422
N 1.07528 1.00432 0.04470
H 1.15441 -2.20613 -0.07705
H -1.25968 -0.99295 -1.35395
H -1.35407 -1.81381 -0.56935
H -0.92001 0.14446 1.73421
H -2.18772 0.24777 0.49441
H -0.53550 2.22999 0.51831
H -0.69781 1.39273 -1.04220
H 1.73539 1.74825 -0.12973
*
```


The following is a DFT calculation (ωB97M-V/def2-TZVPD) of a molecular structure, C42H35CaF2I2N7O3S.

DFT total energy   -4101.58413 Ha
Relative energy (zero: lowest compared OMol25 entry of this formula, charge and spin)   0.0 kJ/mol
HOMO level   -0.105 Ha

```
! wB97M-V def2-TZVPD RIJCOSX def2/J DEFGRID3
* xyz -2 1
Ca -0.25470 -1.37147 0.03014
I -5.36820 -1.77481 1.14010
C -3.76419 -1.56236 2.48430
C -4.02341 -1.38208 3.83859
C -2.97796 -1.24773 4.71348
I -3.44741 -1.02168 6.76847
C -1.63870 -1.28595 4.27313
C -0.49792 -1.12770 5.09110
C 0.75174 -1.25171 4.55659
C 0.88453 -1.50516 3.18089
N -0.14983 -1.62345 2.38502
C -1.39562 -1.50686 2.89131
C -2.47673 -1.64149 1.92689
O -2.25337 -1.84628 0.69147
H -5.04398 -1.34768 4.19298
H -0.62324 -0.90348 6.14275
H 1.63691 -1.13064 5.16466
H 1.86047 -1.64612 2.73662
F 5.31067 0.14757 0.30241
C 4.38640 -0.84302 0.33457
C 3.05602 -0.56644 0.11731
C 2.08800 -1.57959 0.07672
C 2.54881 -2.90829 0.28250
C 3.90025 -3.13240 0.55635
F 4.39597 -4.38035 0.83998
C 4.83778 -2.12626 0.58232
C 1.55764 -3.99950 0.16300
C 1.88324 -5.36439 0.11096
C 0.88040 -6.30680 -0.02453
C -0.44274 -5.89854 -0.10884
C -0.68878 -4.53666 -0.06557
N 0.27023 -3.62767 0.06307
H 2.77423 0.47128 -0.01193
H 5.87571 -2.33506 0.79794
H 2.90447 -5.69890 0.16855
H 1.13832 -7.35860 -0.06947
H -1.24956 -6.61124 -0.21117
H -1.69673 -4.13907 -0.13735
O 1.66225 0.88666 2.32375
N 2.55160 1.25197 3.10374
C 3.51002 2.08636 2.66835
C 3.61122 2.57824 1.34531
N 3.62715 2.95170 0.25172
C 4.49857 2.48850 3.60144
N 5.32561 2.83460 4.32880
C -3.22830 2.38999 -1.77960
C -2.79408 0.94262 -2.01638
C -4.01647 0.08081 -2.35397
C -1.77445 0.79486 -3.12488
C -1.90587 1.55079 -4.27820
C -1.06556 1.37362 -5.36651
C -0.12203 0.36217 -5.30944
C 0.03731 -0.43148 -4.18117
C 0.99570 -1.60728 -4.27943
C 0.19933 -2.91818 -4.22664
C 2.09688 -1.60069 -3.21957
C -0.75033 -0.19286 -3.01647
O -0.55577 -0.86901 -1.90664
H -3.77038 2.45761 -0.83566
H -3.88526 2.74215 -2.58010
H -2.36663 3.05594 -1.71708
H -2.36077 0.55698 -1.09389
H -4.45416 0.41333 -3.30004
H -4.77179 0.15848 -1.56960
H -3.72673 -0.96612 -2.45723
H -2.69129 2.29604 -4.34217
H -1.17505 1.98601 -6.25432
H 0.50833 0.17424 -6.17433
H 1.47640 -1.54718 -5.26354
H -0.34519 -2.97667 -3.28324
H 0.86345 -3.78428 -4.30376
H -0.51760 -2.95330 -5.04990
H 1.68029 -1.80992 -2.24007
H 2.58769 -0.62635 -3.17800
H 2.85344 -2.35729 -3.44966
N 0.42094 1.62847 -0.50416
C -0.18139 2.34020 0.46691
S -1.40915 1.64641 1.34763
N 0.29488 3.61854 0.58247
C -0.24070 4.79178 1.11170
C -1.46399 4.89477 1.77938
C -1.90857 6.13128 2.22051
C -1.16524 7.28218 2.00886
C 0.04686 7.18357 1.34018
C 0.50734 5.95713 0.90094
H 0.17393 0.65778 -0.56580
H 1.25666 1.94450 -0.97012
H 1.23634 3.73484 0.22743
H -2.04368 4.00438 1.94991
H -2.85667 6.18708 2.74162
H -1.52026 8.24009 2.36871
H 0.63567 8.07408 1.15601
H 1.46074 5.88045 0.39089
*
```


Here are the calculated frontier orbital gap numbers, same order: 0.2936; 0.3396; 0.2303 (Eh).